Record 1
12 unconnected molecules or ions with the total composition C45H99O30P3 at a distorted geometry, computed with wB97M-V/def2-TZVPD.

Results
- E_HOMO (alpha / beta): 0.4 / -8.4 eV
- Total energy: -5055.52346 hartree
- Multiplicity: 2
- E_LUMO (alpha / beta): 0.0737 / 0.0719 hartree
- HOMO-LUMO gap (alpha / beta): 1.65 / 10.36 eV
- Net charge: -1

Each line ends with the Löwdin charge.
Cartesian coordinates (Å):
C  -0.249  1.988  -0.642  -0.218
O  -0.107  1.471  0.552  -0.180
P  0.743  0.132  0.719  0.460
O  1.477  0.085  2.005  -0.226
O  -0.333  -0.997  0.548  -0.198
C  -1.511  -0.986  1.306  -0.081
O  1.706  0.011  -0.597  -0.216
C  3.064  -0.480  -0.447  -0.063
H  -1.082  2.692  -0.645  0.079
H  -0.377  1.313  -1.488  0.089
H  0.637  2.557  -0.924  0.077
H  -1.686  -1.960  1.764  0.071
H  -2.268  -0.924  0.524  0.080
H  -1.748  -0.188  2.009  0.069
H  3.768  0.334  -0.622  0.077
H  3.362  -1.268  -1.139  0.089
H  3.319  -0.854  0.545  0.069
C  1.385  -3.922  1.832  -0.053
O  2.347  -5.024  2.046  -0.219
P  3.318  -5.563  0.861  0.453
O  4.029  -6.799  1.143  -0.223
O  4.317  -4.326  0.627  -0.220
C  5.309  -4.008  1.568  -0.104
O  2.401  -5.551  -0.530  -0.230
C  1.948  -6.754  -1.091  -0.129
H  0.373  -4.311  1.937  0.080
H  1.453  -3.374  0.892  0.076
H  1.521  -3.168  2.608  0.068
H  6.253  -3.928  1.029  0.092
H  5.414  -4.769  2.342  0.094
H  5.105  -3.062  2.070  0.059
H  1.034  -6.649  -1.675  0.086
H  1.788  -7.523  -0.335  0.087
H  2.691  -7.119  -1.800  0.084
C  -1.838  5.270  4.263  -0.153
O  -2.820  5.177  3.264  -0.269
P  -2.401  5.049  1.630  0.562
O  -1.347  5.959  1.130  -0.247
O  -3.824  5.206  0.846  -0.231
C  -3.973  5.282  -0.525  -0.135
O  -2.201  3.434  1.427  -0.246
C  -2.734  2.451  2.313  -0.147
H  -2.195  5.933  5.051  0.085
H  -0.903  5.624  3.830  0.076
H  -1.612  4.336  4.777  0.074
H  -4.698  4.566  -0.911  0.083
H  -3.045  5.073  -1.058  0.072
H  -4.223  6.296  -0.839  0.092
H  -3.459  2.834  3.031  0.041
H  -2.003  2.012  2.993  0.055
H  -3.179  1.641  1.735  0.062
O  7.250  -0.855  3.662  0.093
C  6.743  -0.702  2.572  -0.486
O  5.382  -0.462  2.412  -0.054
C  4.530  -0.262  3.543  -0.222
C  3.908  -1.548  4.026  -0.059
C  7.495  -0.750  1.241  0.020
H  3.681  0.276  3.121  0.084
H  4.967  0.364  4.321  0.121
H  3.521  -2.123  3.184  0.054
H  3.068  -1.325  4.683  0.074
H  4.591  -2.175  4.599  0.082
H  6.873  -1.263  0.507  0.075
H  8.438  -1.295  1.253  0.083
H  7.685  0.286  0.959  0.086
O  -3.393  0.616  -6.234  0.054
C  -3.004  0.021  -5.224  -0.569
O  -3.511  -1.104  -4.760  0.007
C  -4.662  -1.759  -5.398  -0.192
C  -5.867  -1.593  -4.518  -0.081
C  -1.745  0.452  -4.566  0.024
H  -4.443  -2.820  -5.521  0.120
H  -4.999  -1.458  -6.390  0.115
H  -6.750  -2.060  -4.954  0.079
H  -6.193  -0.610  -4.179  0.080
H  -5.659  -2.169  -3.616  0.055
H  -1.699  0.275  -3.492  0.076
H  -1.574  1.514  -4.746  0.082
H  -0.988  -0.088  -5.134  0.098
O  3.737  2.627  5.462  0.054
C  2.835  3.479  5.363  -0.506
O  2.151  3.881  4.308  -0.024
C  2.577  3.412  3.027  -0.181
C  1.589  3.987  2.007  -0.048
C  2.230  4.103  6.679  0.012
H  2.606  2.327  3.136  0.102
H  3.517  3.907  2.784  0.127
H  1.406  5.062  1.994  0.081
H  0.646  3.449  2.107  0.059
H  1.901  3.829  0.975  0.062
H  3.017  4.495  7.323  0.076
H  1.687  3.360  7.263  0.069
H  1.461  4.821  6.394  0.066
O  5.308  0.489  -3.284  0.074
C  4.173  0.845  -3.561  -0.509
O  3.796  2.121  -3.499  0.008
C  4.686  3.095  -3.057  -0.256
C  4.708  3.381  -1.573  -0.060
C  3.088  -0.139  -4.041  0.027
H  4.459  4.067  -3.494  0.121
H  5.689  2.844  -3.403  0.118
H  3.765  3.809  -1.233  0.067
H  5.495  4.113  -1.391  0.080
H  4.953  2.506  -0.972  0.069
H  3.546  -1.128  -4.030  0.067
H  2.739  0.051  -5.056  0.086
H  2.243  -0.134  -3.353  0.071
O  -2.538  -5.082  -0.626  0.028
C  -3.363  -4.163  -0.331  -0.501
O  -3.658  -3.747  0.874  -0.026
C  -3.280  -4.388  2.043  -0.241
C  -3.783  -3.599  3.254  -0.103
C  -4.046  -3.386  -1.422  0.007
H  -2.208  -4.565  1.958  0.114
H  -3.829  -5.329  2.009  0.125
H  -4.870  -3.676  3.290  0.061
H  -3.433  -2.580  3.086  0.047
H  -3.417  -4.058  4.173  0.071
H  -3.605  -2.408  -1.616  0.080
H  -5.088  -3.255  -1.129  0.073
H  -3.930  -3.916  -2.367  0.086
O  -3.183  1.288  -1.336  0.079
C  -4.335  1.435  -1.712  -0.496
O  -5.417  0.865  -1.219  -0.004
C  -5.282  -0.044  -0.177  -0.265
C  -6.487  -0.999  0.040  -0.114
C  -4.634  2.341  -2.952  0.034
H  -5.070  0.445  0.774  0.086
H  -4.454  -0.727  -0.368  0.082
H  -6.183  -1.805  0.708  0.059
H  -6.732  -1.505  -0.894  0.056
H  -7.346  -0.479  0.465  0.055
H  -3.939  3.176  -3.044  0.063
H  -5.672  2.669  -2.892  0.077
H  -4.530  1.795  -3.889  0.063
O  2.359  -2.987  -3.291  0.058
C  1.271  -3.569  -3.214  -0.428
O  0.937  -4.753  -3.864  -0.028
C  1.853  -5.405  -4.682  -0.240
C  1.088  -6.471  -5.563  -0.054
C  0.198  -2.829  -2.449  0.037
H  2.670  -5.865  -4.125  0.115
H  2.339  -4.755  -5.410  0.114
H  1.698  -6.685  -6.441  0.068
H  0.055  -6.188  -5.761  0.070
H  0.866  -7.418  -5.070  0.060
H  -0.674  -2.744  -3.096  0.086
H  0.477  -1.880  -1.992  0.070
H  -0.137  -3.479  -1.641  0.081
O  -0.504  3.750  -3.195  0.082
C  -0.557  4.942  -2.949  -0.549
O  -1.379  5.807  -3.482  -0.008
C  -2.235  5.436  -4.618  -0.181
C  -1.518  5.614  -5.970  -0.062
C  0.173  5.584  -1.758  0.037
H  -3.084  6.120  -4.623  0.115
H  -2.556  4.394  -4.606  0.099
H  -0.729  6.362  -5.889  0.080
H  -2.201  5.882  -6.776  0.073
H  -1.145  4.611  -6.176  0.072
H  0.677  6.454  -2.180  0.087
H  0.847  4.864  -1.295  0.067
H  -0.588  5.869  -1.031  0.054
O  -0.829  -2.702  4.322  0.038
C  -0.397  -2.279  5.415  -0.481
O  -0.383  -1.020  5.938  -0.048
C  -0.928  0.115  5.160  -0.191
C  0.239  1.064  4.782  -0.046
C  0.226  -3.199  6.430  0.002
H  -1.718  0.475  5.819  0.083
H  -1.546  -0.207  4.323  0.080
H  1.100  0.495  4.429  0.058
H  0.649  1.624  5.622  0.062
H  -0.079  1.774  4.019  0.055
H  0.017  -2.957  7.472  0.083
H  1.307  -3.200  6.290  0.083
H  -0.149  -4.206  6.251  0.083

Record 2
A molecular structure, C25H27AsInN7OS4Se, computed with wB97M-V/def2-TZVPD.

Results
- E_HOMO: -1.7 eV
- Total energy: -7847.69348 hartree
- Relative energy (zero: lowest compared OMol25 entry of this formula, charge and spin): 81.07 kJ/mol
- E_LUMO: 0.1469 hartree
- HOMO-LUMO gap: 5.66 eV
- Net charge: -2

Each line ends with the Löwdin charge.
Cartesian coordinates (Å):
In  0.159  -0.315  -0.122  0.201
C  -2.486  3.603  -4.847  -0.064
C  -2.264  3.062  -3.459  -0.289
C  -3.060  2.044  -2.939  -0.038
C  -2.771  1.496  -1.706  -0.010
C  -1.694  1.925  -0.920  -0.272
N  -1.372  1.226  0.258  -0.012
C  -2.346  1.188  1.218  -0.223
C  -3.363  2.171  1.258  -0.016
C  -4.356  2.202  2.215  -0.064
C  -4.408  1.264  3.239  -0.300
C  -5.467  1.299  4.309  -0.073
C  -3.409  0.306  3.241  -0.006
C  -2.420  0.242  2.270  -0.131
N  -1.506  -0.847  2.392  -0.086
C  -1.765  -2.079  2.865  -0.075
C  -0.563  -2.740  2.981  -0.041
C  0.397  -1.828  2.527  -0.169
N  -0.176  -0.676  2.180  0.012
C  -0.952  2.997  -1.412  -0.124
C  -1.223  3.526  -2.674  0.000
N  0.111  3.586  -0.667  -0.073
C  0.583  4.857  -0.780  -0.088
C  1.606  4.983  0.121  -0.077
C  1.679  3.720  0.748  -0.156
N  0.770  2.893  0.276  0.075
H  -3.541  3.561  -5.120  0.069
H  -2.155  4.640  -4.929  0.068
H  -1.933  3.022  -5.590  0.072
H  -3.889  1.651  -3.518  0.110
H  -3.356  0.667  -1.328  0.103
H  -3.360  2.933  0.490  0.107
H  -5.106  2.986  2.166  0.102
H  -6.372  1.789  3.944  0.065
H  -5.742  0.291  4.625  0.069
H  -5.136  1.843  5.199  0.068
H  -3.390  -0.435  4.032  0.115
H  -2.779  -2.405  3.024  0.109
H  -0.405  -3.761  3.281  0.094
H  1.458  -1.963  2.367  0.076
H  -0.580  4.300  -3.075  0.106
H  0.164  5.568  -1.468  0.104
H  2.211  5.855  0.299  0.078
H  2.365  3.366  1.501  0.100
S  3.921  -1.674  -2.547  -0.210
As  3.044  -1.834  -0.607  -0.465
S  2.568  0.213  0.177  0.051
S  0.943  -2.572  -0.760  0.049
S  4.133  -2.919  0.850  -0.246
C  -0.428  -0.800  -4.665  -0.019
N  0.643  0.165  -4.465  -0.122
C  1.503  0.521  -5.575  -0.056
C  0.855  0.629  -3.218  -0.468
C  2.028  1.526  -2.967  -0.021
O  0.097  0.259  -2.317  -0.089
H  -0.146  -1.475  -5.472  0.084
H  -1.374  -0.307  -4.912  0.087
H  -0.573  -1.372  -3.751  0.089
H  1.086  0.090  -6.483  0.078
H  2.515  0.132  -5.438  0.093
H  1.560  1.602  -5.715  0.077
H  2.175  2.257  -3.763  0.073
H  2.915  0.885  -2.878  0.027
H  1.898  2.017  -2.007  0.043
Se  -4.795  -2.156  0.273  0.340
C  -3.127  -1.739  -0.288  -0.941
N  -2.044  -1.467  -0.611  0.028

Record 3
A molecular structure, C3H2LiO3Zn at a distorted geometry, computed with wB97M-V/def2-TZVPD.

Results
- E_HOMO (alpha / beta): -11.7 / -11.3 eV
- Total energy: -2127.73318 hartree
- Relative energy (zero: lowest compared OMol25 entry of this formula, charge and spin): 0.00 kJ/mol
- E_LUMO (alpha / beta): -0.2574 / -0.2690 hartree
- HOMO-LUMO gap (alpha / beta): 4.73 / 4.02 eV
- Net charge: +1

Each line ends with the Löwdin charge.
Cartesian coordinates (Å):
C  0.836  -1.472  -0.857  0.076
C  0.043  -0.412  -0.895  -0.337
O  -0.866  -0.003  -1.666  -0.199
Zn  -2.272  0.998  -1.062  1.148
H  1.836  -1.426  -0.453  0.078
H  0.474  -2.451  -1.130  0.082
O  1.008  0.494  1.743  0.085
C  0.227  0.643  0.880  -0.491
Li  -0.299  2.414  2.413  0.863
O  -0.987  1.214  1.026  -0.305

> Among the records above, which one has the lowest total energy?

C25H27AsInN7OS4Se

> Which of these has the lowest net charge?

C25H27AsInN7OS4Se

> Which value of total energy does entry 3 give?

-2127.73318 hartree

> Look up the net charge of the second one.

-2